Record 1
Here is C60H47N4O4SiY as an isolated structure at a distorted geometry from the Open Molecules 2025 dataset. Energies are from ωB97M-V with the def2-TZVPD basis set.

The geometry in XYZ format:
```
117
Properties=species:S:1:pos:R:3
Y -0.2014 -0.9016 0.5382
C 5.2886 -9.3847 -0.2901
O 4.4134 -8.9763 0.8148
C 3.8780 -7.7373 0.6144
C 4.7073 -6.5839 0.5043
C 4.0986 -5.2894 0.4895
C 2.6884 -5.1925 0.3743
C 1.8611 -6.3751 0.3530
C 2.4493 -7.6182 0.6186
C 2.0277 -3.8467 0.2851
C 0.9737 -3.6580 -0.6785
C 0.6811 -4.6373 -1.7005
C -0.3082 -4.1621 -2.5269
C -0.6892 -2.8492 -2.0235
N 0.0619 -2.5824 -0.8413
C -1.5489 -1.9220 -2.7078
C -1.4861 -0.4848 -2.4312
C -2.1475 0.4841 -3.1883
C -2.0837 1.6921 -2.4680
C -1.3666 1.4176 -1.2577
C -1.1563 2.4468 -0.1939
C -1.3126 3.9182 -0.7711
C -2.1289 4.8858 -0.1662
C -2.2761 6.1314 -0.7527
C -1.5655 6.4941 -1.9503
O -1.9339 7.6570 -2.5847
C -1.3755 7.9656 -3.8791
C -0.6213 5.5912 -2.4136
C -0.4911 4.3459 -1.8057
C 0.0854 2.3191 0.5742
N 0.7427 1.1710 0.9243
C 1.9724 1.5763 1.5896
C 2.9724 0.6342 2.1854
C 4.0635 1.1712 3.0169
C 4.8165 2.2049 2.5399
C 5.7923 2.8160 3.2950
C 5.9510 2.4356 4.6191
O 6.8330 3.1127 5.4059
C 6.3126 4.4656 5.6905
C 5.2254 1.3209 5.1313
C 4.3691 0.6307 4.2898
C 2.9129 -0.7671 1.9500
C 3.8421 -1.6758 2.5709
C 3.4818 -2.9658 2.1744
C 2.4489 -2.8265 1.1643
N 1.9689 -1.5144 1.2693
C 2.0475 2.9928 1.5349
C 0.9120 3.4501 0.8884
N -0.9731 0.1189 -1.2628
C -2.1713 -2.5134 -3.9340
C -3.0078 -3.6973 -3.9294
C -3.5851 -4.0917 -5.1413
C -3.3377 -3.4158 -6.3789
O -3.7735 -4.1233 -7.4293
C -4.0448 -3.4705 -8.7068
C -2.5342 -2.2649 -6.3588
C -1.9467 -1.8587 -5.1628
H 5.3537 -10.4791 -0.1812
H 6.3047 -9.0063 -0.2167
H 4.8479 -9.1762 -1.2678
H 5.7893 -6.5578 0.3574
H 4.6628 -4.3641 0.4271
H 0.8011 -6.2674 0.2032
H 1.8682 -8.5502 0.6126
H 1.2040 -5.5970 -1.7026
H -0.5422 -4.5653 -3.5277
H -2.5470 0.4093 -4.1764
H -2.4880 2.6863 -2.7186
H -2.8316 4.6253 0.6244
H -2.8789 6.9096 -0.3024
H -1.5120 9.0606 -3.9578
H -1.9086 7.3996 -4.6701
H -0.3082 7.7136 -3.9208
H -0.0157 5.7308 -3.2630
H 0.1241 3.5684 -2.2801
H 4.7353 2.5410 1.5189
H 6.4357 3.5655 2.8736
H 6.8766 4.8093 6.5550
H 5.2055 4.3807 5.8350
H 6.4488 5.1369 4.8189
H 5.3436 1.0619 6.2054
H 3.8325 -0.2450 4.6628
H 4.6538 -1.3388 3.2331
H 4.0209 -3.9074 2.4125
H 2.8084 3.6046 1.9325
H 0.7201 4.4614 0.5915
H -3.1317 -4.2269 -2.9769
H -4.2520 -4.9724 -5.1920
H -4.9210 -4.0164 -9.1301
H -3.2076 -3.6452 -9.4355
H -4.3448 -2.4203 -8.5471
H -2.4846 -1.6982 -7.2824
H -1.2069 -1.1009 -5.2271
C -7.0102 1.1486 0.8128
C -6.3682 2.2024 0.2142
C -4.9719 2.3311 0.3404
C -4.2096 1.3544 1.0221
C -4.8449 0.1373 1.3885
C -6.2202 0.0405 1.2332
Si -2.4511 1.7030 1.5390
C -2.3811 2.4310 3.2775
C -1.8612 3.7155 3.5630
C -1.9577 4.2740 4.8328
C -2.5013 3.5159 5.8975
C -3.1157 2.2861 5.6179
C -3.0089 1.7759 4.3247
H -8.1013 0.9965 0.8874
H -6.9304 2.8199 -0.4643
H -4.4376 3.2284 0.0320
H -4.2642 -0.7275 1.7940
H -6.6268 -0.9880 1.2737
H -1.7239 0.3202 1.8462
H -1.3409 4.1819 2.7262
H -1.4811 5.2573 5.0228
H -2.5145 3.8852 6.9342
H -3.5033 1.6903 6.4833
H -3.4427 0.8272 4.0421
```

Its frontier orbital gap (alpha / beta) is 4.68 / 4.81 eV. As for the LUMO energy (alpha / beta): -0.91 / -0.82 eV. Its highest occupied orbital energy (alpha / beta) is -5.59 / -5.62 eV. For the strongest force on any atom, the calculation gives 0.0707 Eh/bohr. The total energy comes out at -86050.409 eV.


Record 2
Here is C60H48O2P2RhS5 as an isolated structure at a distorted geometry from the Open Molecules 2025 dataset. Energies are from ωB97M-V with the def2-TZVPD basis set.

The geometry in XYZ format:
```
118
Properties=species:S:1:pos:R:3
Rh -0.4947 -0.3559 -0.5944
C -7.3911 1.2822 -3.1270
C -5.9917 1.3775 -2.5837
C -4.9288 0.7412 -3.2231
C -3.6353 0.8366 -2.7340
C -3.4174 1.5723 -1.5777
C -4.4480 2.2261 -0.9233
C -5.7323 2.1231 -1.4337
S -1.7717 1.7836 -0.9324
O -1.8639 2.4831 0.3617
C -1.1560 2.9200 -2.1626
C -2.0499 3.8504 -2.7411
C -1.5907 4.7290 -3.6688
C -0.2343 4.7092 -4.0784
C 0.2442 5.5908 -5.0763
C 1.5511 5.5570 -5.4664
C 2.4444 4.6390 -4.8730
C 2.0127 3.7798 -3.9037
C 0.6592 3.7903 -3.4801
C 0.1678 2.8909 -2.4846
C 1.1710 2.0239 -1.8013
C 1.9867 2.6340 -0.7986
C 1.7129 3.9363 -0.3101
C 2.4878 4.4830 0.6711
C 3.5806 3.7672 1.2057
C 3.8740 2.5161 0.7469
C 3.0849 1.9193 -0.2626
C 3.3832 0.6268 -0.7598
C 2.5880 0.0366 -1.6876
C 1.4515 0.7275 -2.1863
S 0.2243 -0.2295 -3.0941
O -0.6065 0.6155 -3.9753
C 1.2010 -1.2916 -4.1229
C 1.5775 -2.5527 -3.6897
C 2.3213 -3.3518 -4.5454
C 2.6741 -2.9098 -5.8179
C 3.4555 -3.7906 -6.7523
C 2.2625 -1.6388 -6.2271
C 1.5213 -0.8246 -5.3909
H -7.4452 0.5890 -3.9652
H -7.7369 2.2578 -3.4735
H -8.0884 0.9459 -2.3584
H -5.1145 0.1657 -4.1223
H -2.8099 0.3619 -3.2517
H -4.2332 2.7953 -0.0269
H -6.5486 2.6297 -0.9310
H -3.0886 3.8642 -2.4428
H -2.2632 5.4522 -4.1136
H -0.4482 6.2925 -5.5258
H 1.9082 6.2347 -6.2310
H 3.4796 4.6192 -5.1882
H 2.7103 3.0837 -3.4554
H 0.8697 4.4896 -0.7025
H 2.2597 5.4714 1.0476
H 4.1853 4.2155 1.9832
H 4.7096 1.9588 1.1526
H 4.2463 0.1001 -0.3704
H 2.8074 -0.9610 -2.0370
H 1.2907 -2.9205 -2.7091
H 2.6229 -4.3411 -4.2217
H 3.9147 -4.6238 -6.2230
H 4.2417 -3.2272 -7.2544
H 2.8030 -4.2012 -7.5256
H 2.5244 -1.2874 -7.2183
H 1.1801 0.1530 -5.7087
S 2.2103 -1.3054 2.8232
C 1.2007 -0.9928 1.6151
S 1.0375 -1.9074 0.1257
S 0.0669 0.3377 1.4732
C -1.9854 -3.2890 1.0064
P -2.1603 -1.6728 0.1236
C -3.0298 -2.2244 -1.3762
C -4.4021 -2.4580 -1.4512
C -4.9587 -2.9713 -2.6141
C -4.1572 -3.2750 -3.7043
C -2.7820 -3.1052 -3.6168
C -2.2231 -2.5978 -2.4544
C -3.2863 -0.8081 1.2511
C -4.4665 -0.2041 0.8390
C -5.2881 0.4329 1.7616
C -4.9326 0.4792 3.0972
C -3.7456 -0.1128 3.5178
C -2.9310 -0.7544 2.6047
P -0.5023 -4.3594 1.3497
C -0.1765 -5.0598 -0.3269
C 1.1471 -5.1807 -0.7412
C 1.4595 -5.7857 -1.9540
C 0.4457 -6.2558 -2.7757
C -0.8791 -6.1460 -2.3681
C -1.1842 -5.5663 -1.1459
C -1.4151 -5.8061 2.0507
C -2.7095 -5.8015 2.5624
C -3.2516 -6.9496 3.1329
C -2.5101 -8.1166 3.1990
C -1.2136 -8.1322 2.6984
C -0.6738 -6.9878 2.1379
H -2.7414 -3.8910 0.4964
H -2.3940 -3.0924 1.9959
H -5.0473 -2.2730 -0.6042
H -6.0274 -3.1387 -2.6611
H -4.5996 -3.6699 -4.6102
H -2.1387 -3.3798 -4.4435
H -1.1451 -2.5165 -2.3844
H -4.7447 -0.1860 -0.2033
H -6.2050 0.8993 1.4226
H -5.5727 0.9780 3.8133
H -3.4536 -0.0732 4.5585
H -2.0103 -1.2070 2.9531
H 1.9424 -4.8228 -0.0962
H 2.4974 -5.9015 -2.2449
H 0.6854 -6.7261 -3.7210
H -1.6737 -6.5331 -2.9942
H -2.2190 -5.5297 -0.8214
H -3.3229 -4.9096 2.5352
H -4.2601 -6.9239 3.5263
H -2.9348 -9.0086 3.6409
H -0.6213 -9.0369 2.7497
H 0.3419 -7.0132 1.7555
```

As for the net charge: +1. Its frontier orbital gap is 6.44 eV. As for the LUMO energy: -3.66 eV. Its highest occupied orbital energy is -10.10 eV. Its relative energy (zero: lowest compared OMol25 entry of this formula, charge and spin) is 19.6 kcal/mol. For the strongest force on any atom, the calculation gives 0.0216 Eh/bohr. The total energy comes out at -142852.188 eV.